Molecular formula: C46H125N7O20
Method: DFT, the ωB97M-V functional and the def2-TZVPD basis

Structure (XYZ):
```
198
Properties=species:S:1:pos:R:3:forces:R:3
C 14.53326 5.97211 0.17350 -0.1657 0.2326 -0.9109
O 15.45838 6.49905 1.08027 -0.1168 0.3532 1.2206
C 16.37288 5.51938 1.56453 0.4819 -1.0814 -1.1049
C 17.60103 6.13404 2.22868 -1.3233 0.2904 -0.5324
N 18.19023 7.07725 1.28003 0.5827 0.2476 0.5213
C 19.05947 8.00527 2.01274 0.0091 0.1832 -0.2062
C 19.59829 9.15936 1.15730 -0.4726 -0.4307 0.3814
O 20.63837 9.84559 1.84168 -0.1233 -0.6409 -0.5116
C 21.54604 10.43429 0.93465 0.4737 1.3924 1.3796
H 15.04575 5.61017 -0.72609 0.0805 -0.3511 0.1099
H 13.88670 6.76721 -0.20054 0.0659 0.2302 0.3563
H 13.87418 5.19174 0.56151 0.2295 -0.1512 0.2990
H 16.64003 4.98136 0.64700 0.6216 -0.2493 0.1698
H 15.94268 4.74702 2.20824 -0.4199 0.3029 0.1939
H 18.30470 5.37672 2.57371 0.0608 -0.2024 -0.4575
H 17.23240 6.58343 3.16412 0.1259 0.4781 -0.0477
H 17.42597 7.61908 0.88764 -0.0533 -0.1356 -0.0505
H 19.90054 7.45260 2.43610 -0.0737 0.0103 0.1044
H 18.44120 8.44262 2.80873 0.5046 0.1048 0.3889
H 18.73382 9.81919 1.01627 0.2056 0.3236 -0.4000
H 19.96767 8.81362 0.19032 -0.1341 -0.1973 -0.0482
H 21.04045 11.16839 0.30208 0.0004 -0.3549 -0.4870
H 22.23952 9.76955 0.41635 -0.5603 -0.4117 -0.2978
H 22.19385 11.04521 1.57434 0.0294 -0.0332 -0.0777
C 17.70100 4.80275 7.26647 -0.6807 0.4757 0.2871
O 18.33661 4.52537 8.49154 -0.4349 -0.0039 0.1493
C 19.72175 4.69753 8.49456 0.8632 -0.0346 0.1065
C 20.22948 4.24358 9.87573 -0.3064 -0.6041 -0.3922
N 19.53729 2.96485 10.20775 0.0039 1.4896 0.4133
C 19.46602 2.74822 11.66672 -0.6665 -1.3861 -0.5835
C 18.29904 3.50435 12.32016 2.1059 0.2566 -0.0448
O 17.12229 3.32229 11.60179 -0.8318 -0.5224 0.5689
C 16.03035 3.97466 12.26926 1.1187 0.2713 -0.1557
H 16.62183 4.77609 7.42496 0.0453 -0.2063 0.1642
H 17.91252 4.05284 6.50001 0.3898 0.2528 -0.1589
H 17.89532 5.84497 6.99360 0.3278 -0.2006 -0.5428
H 20.02338 5.72719 8.26074 -0.2301 0.1691 0.3162
H 20.20338 4.11693 7.69627 -0.1525 -0.3869 0.1066
H 20.02283 4.97126 10.66493 -0.0398 0.3237 -0.2156
H 21.30946 4.09078 9.84154 0.0139 -0.0130 -0.0249
H 18.57687 3.20590 9.95709 -0.0136 -0.4890 -0.1958
H 20.41296 2.93773 12.17384 -0.0320 0.3411 -0.0820
H 19.32168 1.66217 11.73895 -0.1861 0.1081 0.4435
H 18.64163 4.55173 12.30533 -0.5788 0.2282 0.1469
H 18.25467 3.19689 13.37156 -0.3947 -0.0486 -0.0227
H 16.08578 3.83278 13.35114 -0.0353 -0.2685 0.0285
H 15.08669 3.58789 11.90178 0.0054 0.1301 -0.2486
H 16.19181 5.04084 12.09321 -0.6485 0.1601 -0.0513
C 16.46853 -4.99658 12.00726 -0.9434 0.7230 -0.6015
O 16.58101 -3.61316 12.29979 -0.0445 0.0764 0.3904
C 16.23825 -2.76993 11.22784 0.1076 -0.3472 -1.0598
C 14.77904 -2.88139 10.76076 -0.0126 -0.2211 0.5342
N 13.82229 -2.67691 11.84253 -0.3115 0.6871 0.2548
C 13.74203 -1.29010 12.31709 -0.6484 -1.1388 -0.2476
C 12.54250 -1.06954 13.23208 0.9996 1.9387 0.4059
O 12.67620 -1.70787 14.47750 -0.3769 -1.0507 -0.4885
C 11.70430 -1.30982 15.42685 0.0180 -0.4355 -0.4258
H 16.68675 -5.51285 12.93357 0.2461 -0.3002 -0.1879
H 17.05357 -5.28497 11.12720 0.6245 -0.0511 0.3650
H 15.44633 -5.21375 11.67349 -0.1124 -0.2149 0.4447
H 16.90869 -3.00614 10.38781 -0.0548 0.0995 -0.1582
H 16.44830 -1.73779 11.50728 0.0554 -0.0682 0.3239
H 14.53558 -3.83817 10.29440 0.3334 -0.1491 0.0957
H 14.60205 -2.16498 9.95451 -0.0229 0.2038 0.1563
H 14.08265 -3.18342 12.68381 0.1147 -0.5331 -0.3811
H 13.60123 -0.63523 11.45280 0.0435 0.0573 0.0444
H 14.65337 -1.00302 12.85530 -0.0666 0.2737 0.0385
H 11.54827 -1.16377 12.79108 0.0937 -0.5598 -0.2362
H 12.68959 0.01313 13.41603 -0.5454 0.1668 0.1970
H 11.95768 -0.27689 15.67008 -0.3746 -0.0271 0.7776
H 11.70695 -2.06513 16.21212 0.6686 0.5411 0.4931
H 10.65182 -1.38742 15.11983 0.1793 0.3233 -0.7851
C 10.84577 2.04623 11.54400 1.3433 -0.9405 0.3458
O 10.61878 1.11442 10.50933 -0.4785 0.1790 -0.2003
C 10.21361 1.70199 9.28140 -0.2714 0.6472 0.4619
C 9.73152 0.63303 8.35004 0.1575 -0.3494 0.0079
N 10.86575 -0.14547 7.85328 -0.5430 0.0461 -0.6894
C 10.43568 -1.21955 6.91883 0.8381 -0.2744 1.7695
C 11.67514 -2.04894 6.64467 0.4793 -0.7775 -1.2449
O 12.08128 -2.83112 7.75658 -0.1506 0.7199 -0.1305
C 12.84730 -3.98772 7.40727 -0.9343 0.6115 0.8178
H 9.95712 2.48607 11.99523 -0.1755 0.1429 -0.3455
H 11.61291 2.77903 11.27059 -0.4266 0.4546 -0.2956
H 11.37008 1.45411 12.29790 -0.3424 0.0663 0.3001
H 11.05512 2.28010 8.88325 0.0597 -0.1299 -0.3385
H 9.39679 2.42298 9.42272 -0.0452 -0.0396 0.3204
H 9.14433 1.08172 7.54514 0.4711 0.0840 -0.3210
H 8.99428 -0.00090 8.86364 0.1194 -0.0265 0.2424
H 11.28993 -0.62600 8.64252 0.0268 0.1080 0.0539
H 10.00267 -0.81354 6.00860 0.0147 0.0815 -0.0008
H 9.72295 -1.81114 7.50659 -0.3228 -0.3321 -0.6794
H 12.47912 -1.39196 6.29467 0.1403 0.1456 0.3130
H 11.56270 -2.74007 5.79891 -0.5874 0.0674 -0.0544
H 13.01338 -4.38862 8.40599 0.4876 -0.5322 -0.3181
H 13.76932 -3.75952 6.87150 0.0638 0.1061 0.0677
H 12.20851 -4.65828 6.82635 0.1849 -0.1590 -0.0916
C 26.84760 -0.34842 0.99367 -0.3376 0.2694 -0.4215
O 25.72888 -1.10823 1.35412 -0.1739 -0.8998 -0.0883
C 25.06603 -0.62651 2.49689 -0.5548 0.6764 -0.3896
C 23.96991 -1.57798 2.94233 1.0057 -0.6303 0.6211
N 23.27748 -1.01845 4.08853 -0.9597 -0.0773 -0.1627
C 22.34150 -1.96165 4.73847 0.9447 0.8744 0.6187
C 21.48455 -1.13665 5.70466 -0.0139 -0.6176 -0.6492
O 20.80645 -0.18786 4.91672 -0.2379 -0.0021 -0.4871
C 19.68750 0.47508 5.44966 0.2576 0.1986 1.3533
H 26.51430 0.64452 0.65602 0.2917 0.1891 0.4788
H 27.30681 -0.78251 0.10420 0.0214 -0.3391 0.2363
H 27.56156 -0.32194 1.82377 0.0940 0.3265 -0.1581
H 24.54974 0.30944 2.22928 0.2443 0.2390 0.1327
H 25.77971 -0.41011 3.29750 -0.0789 -0.1112 0.1400
H 24.45293 -2.48371 3.32603 -0.0135 -0.1455 -0.2802
H 23.36309 -1.87194 2.07840 -0.2299 0.1303 0.0417
H 22.66816 -0.25607 3.80262 0.2963 0.1579 -0.1668
H 22.92710 -2.64024 5.36354 0.0075 -0.2548 -0.1459
H 21.76233 -2.54136 4.01663 -0.2982 0.0400 0.0255
H 22.14270 -0.66451 6.43659 -0.0222 0.1310 0.1098
H 20.80342 -1.82002 6.22026 -0.2467 0.1770 0.1068
H 19.98301 1.30632 6.10374 0.2316 0.2917 -0.3287
H 19.14161 -0.13841 6.17580 -0.2296 -0.4703 -0.5013
H 19.05401 0.83516 4.64556 -0.0314 -0.1355 -0.0945
C 5.86040 4.72921 8.60639 0.3249 -0.8004 -0.0760
O 6.18857 6.01932 8.17326 -0.5195 0.4664 -0.1881
C 6.16690 6.99006 9.19749 1.2690 0.5780 0.6570
C 6.67216 8.32394 8.62116 -0.4161 -0.5644 -1.5356
N 7.90138 8.12506 7.81455 -0.2703 -0.1760 1.1118
C 9.08758 8.15542 8.64924 1.5278 0.4356 -0.0300
C 10.41360 7.97501 7.88126 0.2464 0.2491 0.5264
O 10.94369 6.65432 7.92637 -0.2486 0.5258 -0.8251
C 10.25636 5.73481 7.09060 0.9534 -0.4014 0.6053
H 5.51365 4.14829 7.74960 -0.2104 0.2287 0.0045
H 5.10330 4.71813 9.39442 -0.0638 0.0887 -0.0739
H 6.74645 4.18309 8.96287 0.0000 0.2449 0.2481
H 6.90142 6.70279 9.96337 -0.1765 -0.2164 0.2107
H 5.19475 7.09841 9.68421 -0.1745 -0.1064 -0.1914
H 6.81669 9.10030 9.36860 -0.0284 -0.1185 0.1522
H 5.93271 8.66278 7.88836 -0.1771 0.1947 0.2914
H 7.77545 7.17822 7.47088 0.1945 0.1288 -0.4054
H 9.15575 7.47912 9.51467 -0.4005 -0.3333 -0.1437
H 9.22174 9.14129 9.10615 -0.5813 0.1845 -0.1530
H 11.17821 8.58125 8.36967 -0.0159 -0.0936 0.2470
H 10.35385 8.41911 6.88268 -0.2466 -0.4907 -0.2918
H 10.50865 5.77598 6.02411 -0.2046 0.7180 -0.0166
H 9.18412 5.81637 7.27163 -0.0083 -0.5062 -0.1937
H 10.71329 4.78880 7.39678 -0.7932 -0.2971 0.0832
C 16.82879 1.21843 8.17911 0.3642 -0.1825 0.4994
O 15.62271 0.54681 7.82252 0.0502 -0.1256 0.4405
C 14.59923 0.66595 8.78364 -1.2268 -0.5174 1.0193
C 14.17406 2.09006 9.10843 1.2038 -0.1656 0.0744
N 13.94477 2.77286 7.83919 -0.3395 -0.2156 1.1970
C 13.70093 4.20830 7.97520 -0.6122 -0.9832 -0.8264
C 13.45607 4.71071 6.56240 0.2535 0.5632 -0.0857
O 14.61702 4.34174 5.85046 0.6414 -0.0388 -0.4514
C 14.38230 3.85473 4.53695 0.3823 -0.6127 0.3153
H 16.67410 2.30052 8.16701 0.4393 -0.0003 -0.6089
H 17.59398 0.77713 7.54053 -0.0015 0.7796 -0.4181
H 17.23004 1.02910 9.18635 -0.6911 -0.4298 0.1873
H 14.85882 0.11405 9.69776 0.3553 0.3065 0.0358
H 13.67540 0.17339 8.46321 0.4315 -0.2382 -0.7699
H 14.96093 2.53724 9.73955 0.1697 0.3991 -0.3379
H 13.33194 2.05606 9.80530 -0.4652 -0.0368 -0.5232
H 14.72510 2.55643 7.22908 0.1103 0.4856 -0.0336
H 14.55246 4.69993 8.45239 -0.1436 0.3574 0.0746
H 12.77690 4.30314 8.54933 0.1870 0.3562 0.2826
H 13.27734 5.79276 6.54094 0.2856 0.0878 0.0743
H 12.58070 4.28482 6.06234 -0.0538 -0.4190 0.4226
H 13.59858 3.09307 4.59091 -0.7572 0.7196 -0.4880
H 15.18403 3.20613 4.18486 0.5864 0.5444 0.4235
H 14.31892 4.69594 3.84823 -0.7266 -0.1693 -0.2497
O 16.53644 -2.00514 6.48418 0.1312 -0.0862 0.2335
H 17.20667 -2.62935 6.78420 -0.0273 0.0541 -0.0580
H 16.50376 -1.32726 7.17343 -0.1966 -0.0125 -0.1226
O 12.54965 1.15430 5.97214 0.0301 0.2677 -0.2144
H 13.02999 1.84478 6.47965 -0.4230 -0.3066 0.1535
H 12.02237 0.68826 6.65671 -0.0113 0.1805 0.0415
O 20.39408 0.59722 8.99807 -0.5506 -0.0323 0.0097
H 21.30595 0.87215 9.12372 -0.0324 0.0639 0.0223
H 19.85625 1.34447 9.36837 0.7994 -0.1544 -0.1895
O 15.11314 0.66478 5.00970 0.0092 0.2836 0.0445
H 15.35974 0.57442 5.95046 -0.2294 -0.1041 -0.4849
H 14.13802 0.74639 5.02861 0.3511 -0.1795 0.2110
C 15.85126 7.89648 5.60672 0.3421 2.0926 0.0727
C 15.46720 9.35697 5.36087 -0.6861 0.2872 -0.7437
O 16.46158 10.23999 5.87378 0.2932 -0.5045 0.3097
H 16.01107 7.93565 6.68562 0.2433 -0.9953 -0.0105
H 16.77076 7.78806 5.03239 0.1350 -0.6236 0.3642
H 15.07945 7.20937 5.27710 -0.0074 -0.0991 0.1475
H 14.50894 9.58871 5.84069 -0.0638 -0.0882 -0.0797
H 15.37852 9.55988 4.28699 -0.2424 -0.1723 -0.0102
H 16.25868 11.12694 5.57155 -0.0183 0.0563 -0.0196
C 17.00562 0.56605 0.68382 0.6958 -1.0683 0.0268
C 16.16698 0.88527 1.89161 -0.6235 0.1309 0.2209
O 16.78614 1.88316 2.69182 0.2976 0.2658 -0.1284
H 17.53334 1.42345 0.27038 -0.2667 0.1360 -0.0425
H 16.43214 0.03862 -0.08090 -0.2728 0.4320 -0.1042
H 17.75875 -0.18856 0.93593 0.2258 0.3118 0.1921
H 16.00168 0.00401 2.51889 -0.0357 -0.0752 -0.2263
H 15.18075 1.23952 1.55754 0.0166 0.0297 0.0891
H 16.36522 1.85679 3.55882 -0.0227 -0.3561 0.0927
```
Forces are in eV/Å.

For the LUMO energy, the calculation gives 0.295 eV. The calculation puts the HOMO-LUMO gap at 8.90 eV. The value obtained for the calculated total energy is -3715.32000 Eh. As for the HOMO energy: -0.3161 Ha.